Entry 1:
Formula: C30H54BBr4CaCl5F7N3O15PS4
Source: the OMol25 dataset
Level of theory: ωB97M-V with the def2-TZVPD basis set

Computed properties:
HOMO level ... -4.64 eV
HOMO-LUMO gap ... 1.50 eV
Maximum force ... 9.89 eV Å⁻¹
Relative energy (zero: lowest compared OMol25 entry of this formula, charge and spin) ... 229.6 kcal/mol
Total charge ... -1

Last column: Löwdin charge in e.
CARTESIAN COORDINATES (ANGSTROEM)
C 1.727 -4.997 0.557  -0.0574
C 1.041 -3.590 0.856  -0.1678
C -0.518 -3.594 0.979  0.0052
C -1.342 -2.292 1.283  -0.0609
C -0.619 -0.898 1.497  -0.1529
C -1.473 0.432 1.855  -0.1030
C -2.373 0.941 0.612  -0.4307
P -4.088 0.321 1.119  0.7583
N -4.598 0.759 2.583  -0.3152
O -1.972 0.124 -0.513  -0.1399
C -2.697 0.356 -1.733  -0.2653
C -2.217 -0.867 -2.699  -0.1033
C -0.694 -0.740 -3.168  -0.2052
C 0.022 -2.183 -2.879  -0.1856
C 1.431 -2.260 -3.650  -0.2289
S 2.796 -1.587 -2.576  0.4675
O 3.524 -2.686 -1.813  -0.4176
O 2.352 -0.460 -1.674  -0.3922
Cl 4.268 -0.743 -3.833  0.3082
C -2.304 1.817 -2.278  -0.2094
C -2.976 2.291 -3.650  -0.1970
C -2.186 2.067 -5.030  -0.6119
C -0.585 2.320 -5.003  -0.4097
Br -2.750 0.364 -6.018  0.5043
N -2.789 2.801 -1.194  -0.3232
S -4.564 2.981 -1.177  0.9385
C -2.215 2.484 0.182  -0.3441
C -2.862 3.413 1.351  -0.2195
C -2.923 4.986 1.043  -0.6228
C -1.841 5.881 1.847  -0.1387
Cl -4.580 5.590 1.693  0.5385
S -0.379 2.963 0.145  0.9028
O 0.513 1.773 -0.196  -0.2654
O 0.120 3.442 1.504  -0.2577
C 0.119 4.285 -1.042  -0.4238
F 0.358 3.859 -2.384  0.0680
F -0.690 5.441 -1.120  0.0677
F 1.404 4.753 -0.593  0.0883
C 0.934 -0.939 1.388  0.0204
C 1.762 -2.225 1.058  0.0130
H 2.863 -4.969 0.451  0.0832
H 1.376 -5.816 1.300  0.0960
H 1.311 -5.343 -0.471  0.0902
H -1.097 -4.586 0.866  0.1029
H -2.478 -2.437 1.363  -0.0243
H -2.112 0.082 2.761  0.1093
H -0.735 1.177 2.289  0.1261
H -3.972 -1.139 1.161  -0.1660
H -5.149 0.595 0.204  0.0011
H -3.886 1.405 2.956  -0.0063
H -3.834 0.255 -1.695  0.1147
H -2.972 -1.106 -3.520  0.0881
H -2.246 -1.789 -1.988  0.1237
H -0.067 0.023 -2.588  0.1074
H -0.540 -0.547 -4.281  -0.0199
H -0.723 -3.013 -3.184  0.1333
H 0.227 -2.213 -1.736  0.1103
H 1.713 -3.336 -3.906  0.1203
H 1.360 -1.570 -4.570  0.0865
H -1.160 1.826 -2.351  0.1384
H -3.140 3.441 -3.596  0.1241
H -3.987 1.730 -3.756  0.0918
H -2.592 2.892 -5.742  0.0960
H -0.003 1.756 -4.204  0.0379
H -0.132 1.995 -6.059  -0.1258
H -0.339 3.457 -4.864  0.0803
H -2.492 3.736 -1.553  0.1197
H -5.139 1.962 -1.923  -0.0505
H -2.303 3.292 2.361  0.1485
H -3.955 3.107 1.594  0.0650
H -2.986 5.208 -0.077  0.0727
H -1.348 5.216 2.658  0.0624
H -2.376 6.712 2.450  0.0796
H -1.084 6.419 1.185  0.0899
H 1.551 0.027 1.533  0.1189
H 2.911 -2.229 0.951  0.1207
C 7.044 -4.396 -2.378  -0.1753
C 6.431 -4.103 -1.017  -0.1674
O 6.770 -5.230 -0.207  -0.1807
S 8.209 -5.810 -0.683  0.6490
O 9.218 -5.278 0.185  -0.2342
O 8.069 -7.211 -0.944  -0.2336
O 8.296 -5.024 -2.101  -0.2007
H 6.428 -5.100 -2.945  0.1304
H 7.193 -3.490 -2.966  0.1302
H 5.350 -3.976 -1.067  0.1049
H 6.881 -3.215 -0.564  0.1394
C 5.392 -2.393 -7.496  -1.0142
Cl 3.885 -1.516 -7.787  0.5472
Cl 5.183 -3.617 -6.238  0.4963
H 5.701 -2.882 -8.418  0.0287
H 6.157 -1.686 -7.179  0.0295
C 1.124 5.849 5.748  -0.1031
C 0.516 5.240 4.465  -0.5224
O -0.081 6.227 3.798  -0.2297
H 0.358 6.291 6.391  0.0372
H 1.627 5.066 6.329  0.0685
H 1.869 6.618 5.521  0.0695
H -0.106 4.393 4.815  0.0849
H 1.353 4.710 3.974  0.0893
C -1.213 6.389 8.887  -0.1627
O 0.173 6.625 8.699  -0.1379
H -1.675 6.212 7.915  0.0773
H -1.355 5.509 9.520  0.0739
H -1.676 7.263 9.354  0.0723
H 0.557 6.778 9.572  0.0788
Ca -4.862 -2.087 2.482  1.2477
N 2.976 -2.998 3.991  -0.6543
O 2.281 -2.091 4.488  -0.0663
O 4.111 -2.741 3.550  -0.0596
O 2.532 -4.155 3.927  -0.0297
O 3.260 0.428 -10.621  -0.0805
H 2.345 0.385 -10.926  0.0348
H 3.298 -0.217 -9.903  -0.0487
B -0.679 -8.084 2.405  -1.1226
F -1.218 -7.875 3.720  0.0377
F 0.746 -7.890 2.434  0.0462
F -0.971 -9.421 1.975  0.0413
F -1.274 -7.143 1.488  0.0204
C -7.221 -3.551 6.564  -1.5921
Br -7.176 -3.556 4.620  0.4963
Br -6.956 -1.770 7.285  0.5863
Br -8.837 -4.375 7.245  0.6077
H -6.384 -4.161 6.903  -0.0141
Cl -0.247 0.451 -6.158  0.0258


Entry 2:
Formula: C30H54Br2F3N2O11P3S
Source: the OMol25 dataset
Level of theory: ωB97M-V with the def2-TZVPD basis set

Computed properties:
HOMO level ... -7.83 eV
HOMO-LUMO gap ... 6.49 eV
Structure (SMILES) ... C=C[C@H]1[C@@](CCCCn2cccc2)(CC[C@](F)(Br)C(F)(F)Br)C(=O)N[C@]1(S)P(O)O.CCOP(=O)(OCC)OCC.CCOP(=O)(OCC)OCC
Maximum force ... 8.62 eV Å⁻¹
Total charge ... 0

Last column: Löwdin charge in e.
CARTESIAN COORDINATES (ANGSTROEM)
C -3.141 4.386 -2.968  0.0008
C -1.998 3.626 -3.279  -0.1430
C -1.140 3.105 -2.095  -0.2547
C -1.603 1.743 -1.349  -0.2381
C -1.406 2.194 0.186  -0.1314
C -1.569 1.025 1.219  -0.1692
C -0.309 0.091 1.385  -0.1667
C 1.038 0.842 1.677  -0.1254
N 2.177 0.222 0.968  -0.1311
C 2.342 -1.074 0.492  -0.1186
C 3.589 -1.263 -0.184  -0.0740
C 4.283 0.059 -0.070  -0.0760
C 3.349 0.892 0.620  -0.1345
C -3.083 1.269 -1.508  -0.1187
C -3.281 -0.244 -1.897  -0.1629
C -3.252 -0.344 -3.466  -0.7116
F -2.414 0.600 -4.044  -0.1224
Br -5.087 0.123 -4.107  0.7988
C -2.832 -1.788 -4.025  -0.7904
F -3.939 -2.362 -4.622  -0.0549
F -2.280 -2.604 -3.084  0.0220
Br -1.455 -1.539 -5.441  0.8034
C -0.389 0.849 -1.777  -0.4155
O -0.271 -0.301 -2.074  0.1246
N 0.778 1.734 -1.710  -0.0026
C 0.380 2.868 -2.587  -0.7905
S 0.597 2.045 -4.259  0.7848
P 1.433 4.405 -2.387  0.8553
O 2.991 3.822 -2.200  -0.2990
O 1.301 5.215 -3.849  -0.3084
H -3.110 5.410 -2.533  0.0613
H -4.134 3.936 -3.243  0.0631
H -1.822 3.424 -4.359  0.0846
H -1.209 3.939 -1.344  0.1237
H -0.481 2.804 0.308  0.1027
H -2.265 2.904 0.369  0.1307
H -1.796 1.456 2.232  0.1183
H -2.438 0.352 0.978  0.1123
H -0.278 -0.587 0.494  0.0905
H -0.496 -0.586 2.267  0.1205
H 1.246 0.833 2.784  0.1331
H 1.047 1.920 1.380  0.1084
H 1.527 -1.822 0.633  0.1145
H 3.966 -2.179 -0.674  0.0854
H 5.295 0.326 -0.441  0.0888
H 3.496 1.962 0.875  0.1120
H -3.601 1.414 -0.519  0.1195
H -3.692 1.874 -2.232  0.0828
H -4.320 -0.541 -1.589  0.1092
H -2.557 -0.917 -1.383  0.1138
H 1.143 1.981 -0.792  0.0904
H 0.219 2.938 -5.228  -0.1192
H 3.365 3.535 -3.061  0.0652
H 1.058 6.143 -3.690  0.0517
C -1.132 -5.479 -2.733  -0.0825
C -2.231 -5.553 -1.689  -0.2899
O -3.006 -6.743 -1.817  -0.2270
P -2.296 -8.174 -1.390  0.6906
O -2.384 -8.019 0.114  -0.2209
O -3.580 -9.207 -1.521  -0.2627
C -4.050 -9.975 -0.417  -0.2875
C -5.216 -9.276 0.255  -0.0742
O -1.930 -8.483 -3.001  -0.2461
C -2.840 -9.030 -3.957  -0.2763
C -4.038 -8.156 -4.261  -0.0748
H -0.385 -6.262 -2.571  0.0713
H -0.624 -4.514 -2.693  0.0713
H -1.538 -5.624 -3.735  0.0804
H -1.811 -5.489 -0.680  0.1106
H -2.914 -4.712 -1.817  0.1055
H -3.246 -10.195 0.284  0.1046
H -4.387 -10.936 -0.818  0.1165
H -4.964 -8.252 0.539  0.0739
H -5.529 -9.819 1.150  0.0767
H -6.065 -9.211 -0.429  0.0755
H -3.139 -10.037 -3.664  0.1118
H -2.262 -9.147 -4.878  0.1196
H -4.704 -8.062 -3.403  0.0679
H -4.617 -8.587 -5.081  0.0818
H -3.725 -7.149 -4.541  0.0760
C 1.939 7.609 4.525  -0.0843
C 2.558 6.680 3.496  -0.2917
O 3.605 5.891 4.056  -0.2285
P 3.183 4.688 5.110  0.6910
O 2.670 3.684 4.098  -0.2318
O 4.645 3.954 5.341  -0.2600
C 4.857 2.579 5.031  -0.2819
C 5.469 2.438 3.652  -0.0718
O 3.526 5.697 6.410  -0.2468
C 4.832 5.931 6.942  -0.2749
C 5.789 6.616 5.990  -0.0747
H 1.415 7.043 5.300  0.0690
H 1.221 8.284 4.055  0.0779
H 2.708 8.202 5.024  0.0768
H 1.796 6.029 3.054  0.1068
H 2.998 7.268 2.689  0.1192
H 3.936 2.003 5.129  0.1033
H 5.552 2.185 5.778  0.1177
H 4.877 2.949 2.891  0.0633
H 5.558 1.385 3.375  0.0789
H 6.463 2.890 3.629  0.0771
H 5.251 5.007 7.341  0.1127
H 4.683 6.587 7.805  0.1198
H 6.045 5.982 5.142  0.0687
H 6.718 6.864 6.508  0.0826
H 5.352 7.532 5.590  0.0756


Entry 3:
Formula: C30H54ClFN3O6
Source: the OMol25 dataset
Level of theory: ωB97M-V with the def2-TZVPD basis set

Computed properties:
HOMO level ... -11.34 eV
HOMO-LUMO gap ... 7.31 eV
Maximum force ... 9.34 eV Å⁻¹
Relative energy (zero: lowest compared OMol25 entry of this formula, charge and spin) ... 333.1 kcal/mol
Total charge ... +1

Last column: Löwdin charge in e.
CARTESIAN COORDINATES (ANGSTROEM)
C 1.815 1.209 4.073  0.1295
C 0.724 1.765 3.393  -0.0459
C -0.297 2.655 2.415  -0.2016
C -1.173 3.515 3.491  -0.1398
C -0.549 4.955 3.943  -0.2581
C 0.909 4.895 4.688  -0.5274
Cl 1.078 6.519 5.633  0.4644
C 0.310 3.348 1.064  -0.0963
F 0.731 4.766 1.057  -0.0412
N -0.667 3.116 -0.106  0.0291
C -0.552 4.046 -1.292  -0.1680
N 0.885 3.976 -1.852  0.0139
C -1.495 2.057 0.173  0.0466
C -2.619 1.649 -0.947  -0.1655
N -3.539 2.769 -1.377  -0.0204
C -1.085 1.407 1.626  -0.2116
C 0.011 0.226 1.174  -0.1529
O -0.475 -0.556 -0.012  -0.2239
C 0.800 -0.917 -0.717  -0.2353
C 0.594 -2.224 -1.737  -0.0806
C -2.168 0.509 2.466  -0.0429
C -3.592 1.240 2.796  -0.2130
O -3.764 1.698 4.068  -0.0389
C -4.865 1.439 1.785  -0.0926
C -5.294 2.994 1.345  -0.0182
C -6.600 3.229 0.328  -0.0543
C -7.478 1.903 -0.183  -0.0481
C -7.059 0.363 0.257  -0.0471
C -5.751 0.171 1.232  -0.0242
H 2.827 0.791 4.534  0.0902
H -2.250 3.693 3.050  0.1186
H -1.317 2.855 4.467  0.1472
H -1.308 5.414 4.742  0.1235
H -0.588 5.724 3.030  0.1238
H 1.798 4.869 3.904  0.0923
H 0.999 3.950 5.394  0.0956
H 1.282 2.816 0.619  0.1862
H -1.248 3.786 -2.199  0.1428
H -0.846 5.154 -0.965  0.1644
H 0.851 3.771 -2.877  0.0900
H 1.310 4.905 -1.640  0.0861
H -3.229 0.668 -0.645  0.1392
H -2.012 1.328 -1.924  0.1431
H -3.437 3.624 -0.767  0.0729
H -4.546 2.464 -1.401  0.0709
H 0.089 -0.589 2.043  0.1620
H 1.047 0.663 0.853  0.1208
H 1.637 -1.277 0.055  0.1368
H 1.229 0.019 -1.320  0.1384
H -0.059 -2.991 -1.141  0.0899
H 1.669 -2.689 -1.974  0.0799
H 0.054 -1.864 -2.711  0.0891
H -1.677 0.095 3.465  0.1601
H -2.410 -0.449 1.801  0.1486
H -4.685 3.951 1.713  0.1005
H -6.950 4.278 -0.058  0.0888
H -8.427 2.039 -0.889  0.0977
H -7.649 -0.609 -0.069  0.0999
H -5.424 -0.907 1.607  0.1055
C 3.277 -5.769 -3.999  -0.0718
C 2.197 -4.776 -3.623  -0.3227
O 2.674 -3.451 -3.799  -0.1152
H 4.170 -5.617 -3.385  0.0889
H 2.926 -6.796 -3.865  0.0591
H 3.581 -5.634 -5.042  0.0503
H 1.911 -4.900 -2.574  0.1038
H 1.305 -4.914 -4.242  0.1141
H 2.917 -3.348 -4.735  0.0959
C 0.005 8.738 9.632  -0.0960
C -0.301 7.282 9.913  -0.3292
O -1.125 6.753 8.884  -0.1015
H -0.919 9.321 9.567  0.0785
H 0.636 9.163 10.418  0.0750
H 0.518 8.848 8.670  0.0675
H -0.833 7.179 10.863  0.1140
H 0.618 6.690 9.965  0.1067
H -0.641 6.841 8.046  0.0403
C 4.202 -6.242 -9.092  -0.0899
C 3.658 -6.207 -7.679  -0.3395
O 2.564 -5.305 -7.603  -0.0976
H 4.529 -5.245 -9.403  0.0787
H 5.049 -6.930 -9.166  0.0778
H 3.428 -6.559 -9.798  0.0739
H 4.429 -5.869 -6.980  0.1055
H 3.318 -7.199 -7.365  0.1037
H 1.882 -5.618 -8.221  0.0895
C 4.534 -10.646 -3.535  -0.0913
C 4.183 -9.182 -3.708  -0.3462
O 4.213 -8.835 -5.085  -0.1004
H 5.528 -10.854 -3.944  0.0806
H 4.519 -10.928 -2.479  0.0760
H 3.827 -11.280 -4.080  0.0747
H 4.904 -8.551 -3.181  0.1156
H 3.185 -8.969 -3.314  0.1001
H 3.563 -9.396 -5.543  0.0906


Q: Among the records above, which one has the lowest HOMO level?
A: C30H54ClFN3O6


Q: Among the records above, which one has the lowest total charge?
A: C30H54BBr4CaCl5F7N3O15PS4


Q: What is the total charge in the third record?
A: +1